Record 1
The following is a DFT calculation (ωB97M-V/def2-TZVPD) of a cluster of 8 separate species, C27H50O24 in total.

HOMO energy = -10.00 eV
SMILES = C[C@H]1COC(=O)O1.CCOC(=O)OC.CCOC(=O)OC.COC(=O)OC.COC(=O)OC.COC(=O)OC.COC(=O)OC.O=C1OCCO1
LUMO level = 0.0115 Ha
spin multiplicity = 1

Element x y z (Å)
C 0.9884 -24.6197 -9.3360
C 0.4587 -25.1254 -10.6647
O -0.1572 -24.0339 -11.2751
C 0.0379 -22.9084 -10.4479
O -0.5501 -21.8972 -10.5989
O 0.8449 -23.2461 -9.4544
H 2.0723 -24.7401 -9.3301
H 0.5473 -24.9637 -8.4009
H -0.3426 -25.8560 -10.5541
H 1.2613 -25.4871 -11.3075
C -3.9699 -21.5714 -3.0456
C -5.4269 -22.1061 -3.0350
C -6.4112 -21.2775 -2.2176
O -7.6018 -21.3213 -3.0030
C -7.2918 -21.4704 -4.2544
O -8.0420 -21.3461 -5.2434
O -5.9761 -21.7848 -4.3427
H -3.9157 -20.4931 -2.8946
H -3.5189 -21.7199 -4.0261
H -3.4086 -22.0109 -2.2211
H -5.7049 -23.1592 -2.9902
H -6.0484 -20.2947 -1.9165
H -6.6021 -21.7683 -1.2627
C -7.4143 -23.5137 -8.3791
O -7.4064 -22.3163 -9.1044
C -7.4673 -22.2923 -10.4235
O -7.6588 -23.3041 -11.1298
O -7.2618 -21.0608 -10.8274
C -7.5390 -20.7883 -12.1536
H -8.4144 -23.9447 -8.4102
H -7.1528 -23.2726 -7.3485
H -6.6238 -24.2299 -8.6056
H -7.5924 -21.6463 -12.8223
H -6.6498 -20.2031 -12.3958
H -8.3601 -20.1097 -12.3862
C 1.1513 -26.8265 -5.7533
O 0.3741 -25.9736 -4.9557
C 0.9597 -25.0720 -4.0980
O 2.1431 -24.7975 -4.0056
O -0.0052 -24.4234 -3.3195
C -1.3965 -24.7393 -3.3501
H 1.9985 -26.2257 -6.0898
H 0.6523 -27.2251 -6.6349
H 1.6089 -27.5693 -5.0993
H -1.5869 -25.7340 -2.9480
H -1.7879 -24.6753 -4.3663
H -1.9351 -23.9581 -2.8152
C -4.1674 -21.9854 -11.3541
O -3.4813 -23.1450 -11.8798
C -3.9115 -24.3937 -11.8324
O -4.9588 -24.7677 -11.3716
O -2.9131 -25.2131 -12.1674
C -2.8428 -26.4612 -11.5303
H -4.5939 -22.0304 -10.3547
H -4.8149 -21.4824 -12.0724
H -3.3796 -21.2317 -11.3231
H -3.7237 -26.9756 -11.9145
H -2.8147 -26.2689 -10.4573
H -1.8991 -26.8907 -11.8641
C -2.6717 -26.8253 -6.6941
O -3.4958 -25.7321 -7.2157
C -2.9322 -24.4938 -7.3164
O -1.7677 -24.2316 -7.0703
O -3.8552 -23.6979 -7.8452
C -3.6035 -22.2876 -7.8769
H -3.2585 -27.6483 -6.2881
H -1.9610 -26.4398 -5.9646
H -2.2284 -27.2317 -7.6026
H -4.4758 -22.0029 -8.4637
H -2.6757 -22.0033 -8.3715
H -3.7485 -21.8856 -6.8744
C -3.9844 -30.9898 -8.9478
C -2.8003 -30.3783 -9.7408
O -1.5271 -30.8199 -9.2540
C -0.7694 -30.0203 -8.4751
O -1.0483 -28.8784 -8.0679
O 0.4312 -30.6518 -8.1366
C 0.7468 -31.9297 -8.6619
H -3.8107 -32.0650 -9.0161
H -4.9281 -30.9320 -9.4906
H -4.1038 -30.6775 -7.9117
H -2.7877 -29.2978 -9.8861
H -2.8783 -30.7298 -10.7699
H 0.0133 -32.6414 -8.2789
H 1.7553 -32.2561 -8.4162
H 0.5474 -32.0358 -9.7288
C 1.1933 -17.6732 -3.1701
C 1.1662 -18.6588 -4.3601
O 1.6284 -19.9241 -3.8613
C 1.6843 -21.0290 -4.6110
O 2.3619 -22.0238 -4.4093
O 0.9180 -20.9480 -5.6512
C 0.7919 -21.9974 -6.5708
H 0.9008 -16.6335 -3.3111
H 2.1671 -17.7289 -2.6835
H 0.4887 -18.0565 -2.4304
H 1.9016 -18.3566 -5.1056
H 0.1493 -18.7854 -4.7296
H 0.2478 -22.8679 -6.2029
H 1.7853 -22.2741 -6.9235
H 0.1897 -21.7165 -7.4343

***

Record 2
The following is a DFT calculation (ωB97M-V/def2-TZVPD) of a cluster of 15 separate species, C27H51Br2Cl28IN6O2PS in total.

HOMO energy = -10.61 eV
LUMO level = -0.1698 Ha
net charge = +1
spin multiplicity = 1

Element x y z (Å)
C -1.2744 4.7351 4.2428
C -0.0725 4.2239 3.6510
N 0.0790 3.9085 2.1913
Br -0.3956 5.2642 1.0020
C 0.5541 2.7707 1.7165
N 0.8488 2.2276 0.4205
C 0.0474 2.4630 -0.7874
N -0.1347 1.3866 -1.7597
C 1.8827 1.1734 0.5169
S 1.4947 -0.6093 0.1990
P 3.1792 1.6910 -0.8148
N 3.2978 0.5469 -1.9584
C 2.2763 1.3059 2.0882
Br 3.2875 3.1001 2.0257
N 3.2405 0.4349 2.7350
C 3.4060 0.6325 4.1759
C 4.2900 -0.4743 4.9614
O 2.9042 1.5315 4.8828
C 4.5192 0.2355 2.0368
C 5.9248 0.9241 2.4683
O 4.6392 -0.5634 1.0653
N 1.0037 1.7210 2.6386
C 0.0770 0.9487 3.4584
I 0.3366 -1.1888 3.6868
C -1.4886 1.1561 3.0387
C -1.8844 0.5080 1.6305
H -1.8929 4.0502 4.9189
H -1.6097 5.8124 4.0912
H 0.8596 3.9714 4.2804
H -1.0049 2.8187 -0.4700
H 0.4899 3.3665 -1.3611
H 0.7363 0.9321 -2.0679
H -0.8665 0.7115 -1.5085
H 2.1171 -1.3707 1.1837
H 4.5198 1.8034 -0.2719
H 2.8227 2.9613 -1.4165
H 4.2818 0.2114 -1.9377
H 5.4027 -0.1680 4.9931
H 3.8800 -0.6527 6.0058
H 4.2764 -1.4832 4.3985
H 5.7947 1.7293 3.2641
H 6.6584 0.1191 2.8046
H 6.3453 1.4400 1.5277
H 0.1196 1.3758 4.5333
H -2.0837 0.5790 3.8433
H -1.8280 2.2394 3.1082
H -1.1673 -0.2768 1.2277
H -1.9674 1.3267 0.8163
H -2.9633 0.1112 1.7418
C -3.7956 0.2915 -3.4583
Cl -2.9366 -0.5386 -2.1532
Cl -2.9308 1.7441 -3.9708
H -3.8861 -0.3841 -4.3072
H -4.7860 0.5752 -3.1054
C -3.6441 3.5853 -6.9791
Cl -4.1985 5.0727 -7.7570
Cl -4.9531 2.4040 -6.8573
H -2.8347 3.1558 -7.5692
H -3.2862 3.8205 -5.9778
C -0.6227 -4.1989 0.1932
Cl -1.1738 -2.7100 -0.5837
Cl -1.9320 -5.3800 0.3097
H 0.1886 -4.6255 -0.3949
H -0.2680 -3.9645 1.1961
C -0.2123 0.8608 7.7026
Cl -0.7503 2.3413 6.8957
Cl -1.5248 -0.3174 7.8182
H 0.6066 0.4241 7.1319
H 0.1290 1.1096 8.7061
C -4.9626 0.4049 5.6017
Cl -4.7702 -0.5242 4.1093
Cl -5.5904 2.0238 5.2706
H -5.6581 -0.1176 6.2564
H -3.9929 0.4947 6.0898
C 5.4269 -0.3156 -5.0524
Cl 3.9068 0.5645 -4.8564
Cl 6.2100 -0.6037 -3.4920
H 5.2219 -1.2740 -5.5264
H 6.0966 0.2703 -5.6799
C 0.6703 3.6367 -7.5545
Cl 0.1565 5.1445 -8.3216
Cl -0.6607 2.4756 -7.4351
H 1.4682 3.1934 -8.1483
H 1.0356 3.8587 -6.5531
C -2.0845 8.1129 -7.7820
Cl -2.8113 9.7238 -7.7806
Cl -1.2879 7.7717 -9.3228
H -1.3464 8.0570 -6.9833
H -2.8638 7.3732 -7.6161
C -1.0404 5.0624 -11.9220
Cl -0.4213 3.4424 -11.5812
Cl 0.0568 5.9580 -12.9793
H -2.0095 4.9749 -12.4104
H -1.1476 5.6037 -10.9837
C -6.5913 -2.3636 1.0192
Cl -5.9176 -3.9609 1.3639
Cl -5.5268 -1.4377 -0.0469
H -7.5588 -2.4845 0.5346
H -6.7129 -1.8210 1.9556
C -0.5499 -8.6771 0.7272
Cl -0.7982 -9.3240 2.3532
Cl 1.0420 -9.1238 0.0974
H -1.3174 -9.0771 0.0661
H -0.6238 -7.5928 0.7630
C 5.2680 -0.2882 8.9581
Cl 4.7365 1.1953 8.1569
Cl 3.9552 -1.4687 9.0517
H 6.0922 -0.7201 8.3926
H 5.5994 -0.0466 9.9667
C -4.7384 -7.7550 -0.6260
Cl -3.2262 -8.4020 -1.2768
Cl -4.6430 -7.5411 1.1261
H -4.9400 -6.7900 -1.0887
H -5.5451 -8.4496 -0.8544
C 1.9491 -12.7407 0.7171
Cl 1.7018 -13.3873 2.3435
Cl 3.5395 -13.1869 0.0870
H 1.1818 -13.1413 0.0566
H 1.8747 -11.6545 0.7529

***

Record 3
The following is a DFT calculation (ωB97M-V/def2-TZVPD) of a cluster of 8 separate species, C27H51ClN4O14 in total.

HOMO energy = -7.69 eV
LUMO level = -0.2148 Ha
spin multiplicity = 1

Element x y z (Å)
C 11.5410 1.5414 0.8452
C 12.7448 2.4376 1.3112
C 13.7920 1.6242 2.1556
C 14.4645 0.6178 1.2083
C 15.0992 1.2044 -0.1057
C 14.3741 2.2408 -0.8558
N 13.4176 2.9535 0.0359
O 12.7432 4.0578 -0.4441
C 13.5358 1.5968 -2.0522
C 15.4138 3.1714 -1.4895
C 12.3459 3.7533 2.1683
H 11.7724 0.9170 -0.0178
H 10.6392 2.1354 0.6970
H 11.2889 0.9074 1.6952
H 13.4302 1.2030 3.0936
H 14.5088 2.2702 2.6625
H 13.7373 -0.1246 0.8795
H 15.1433 0.1908 1.9465
H 15.3776 0.3383 -0.7061
H 16.1009 1.5515 0.1475
H 14.1501 1.1330 -2.8239
H 12.9627 2.2532 -2.7069
H 12.7661 0.8744 -1.7805
H 15.8666 2.6920 -2.3574
H 16.1020 3.7061 -0.8349
H 15.0058 4.1172 -1.8459
H 11.6316 4.4455 1.7225
H 13.2450 4.2917 2.4679
H 12.0076 3.4546 3.1605
Cl 19.5275 -1.5246 -5.2391
O 20.4219 -2.3944 -4.4878
O 18.3522 -1.4112 -4.4868
O 20.2015 -0.2033 -5.2980
O 19.3608 -1.9587 -6.5316
O 27.2981 0.3395 -6.0889
C 26.4508 1.1513 -5.6827
N 26.8195 2.0558 -4.9220
C 25.0069 1.0636 -6.0562
H 27.7585 2.1707 -4.5682
H 26.1386 2.5573 -4.3698
H 24.5198 2.0180 -6.2562
H 24.4683 0.5949 -5.2326
H 24.9524 0.5733 -7.0282
O 21.2811 -9.4625 -4.4187
C 21.9369 -9.2568 -3.3782
N 22.1488 -8.0168 -3.0624
C 22.1933 -10.3750 -2.3285
H 21.9670 -7.2816 -3.7306
H 22.6025 -7.8620 -2.1734
H 23.0273 -10.9894 -2.6676
H 21.2880 -10.9183 -2.0578
H 22.5818 -9.8696 -1.4443
O 24.3187 -4.5893 -9.3394
C 24.1524 -4.7865 -8.1305
N 24.0992 -3.8253 -7.2428
C 23.8656 -6.1652 -7.5794
H 24.3937 -2.9063 -7.5408
H 23.5626 -3.9948 -6.4041
H 24.1732 -7.0116 -8.1935
H 22.8037 -6.3519 -7.4197
H 24.3884 -6.3780 -6.6469
O 16.3865 -7.9562 0.5703
C 16.9931 -7.2001 -0.1606
O 17.5441 -6.0458 0.3950
C 17.8373 -5.0783 -0.5796
C 17.6733 -5.8368 -1.9444
C 17.2067 -7.3036 -1.6824
H 18.8641 -4.8403 -0.3016
H 17.0871 -4.2875 -0.5810
H 18.5699 -5.6637 -2.5396
H 16.9033 -5.3382 -2.5332
H 17.9777 -8.0646 -1.8027
H 16.3241 -7.6115 -2.2429
O 15.5245 -8.1798 -7.9341
C 15.3238 -6.9367 -7.9527
O 15.7939 -6.1597 -8.9615
C 15.5139 -4.8119 -8.7994
C 15.2738 -4.7633 -7.3336
C 14.5997 -5.9989 -6.9649
H 14.6153 -4.6103 -9.3824
H 16.3002 -4.1748 -9.2044
H 14.6625 -3.8836 -7.1325
H 16.1166 -4.6005 -6.6617
H 13.5616 -6.0084 -7.2971
H 14.7465 -6.2621 -5.9174
O 13.3966 0.2857 -9.2554
C 14.4237 0.6632 -9.7927
O 14.4935 1.5897 -10.7438
C 15.7994 1.6681 -11.3900
C 16.5519 0.5106 -10.8772
C 15.8044 0.1727 -9.5340
H 16.1516 2.5887 -10.9246
H 15.7507 1.8710 -12.4599
H 17.5976 0.7470 -10.6806
H 16.6238 -0.3326 -11.5641
H 16.0520 0.8522 -8.7185
H 15.7890 -0.8537 -9.1672

***

Record 4
The following is a DFT calculation (ωB97M-V/def2-TZVPD) of a cluster of 6 separate species, C27H51F3NO5 in total.

HOMO energy = -10.68 eV
LUMO level = -0.1676 Ha
net charge = +1
spin multiplicity = 1

Element x y z (Å)
C 2.7138 -2.7260 1.8639
C 2.6286 -1.4804 0.9703
C 1.1626 -1.0691 0.7872
C 0.9970 0.4009 0.3589
C 0.2965 1.3196 1.3561
C -1.2231 1.1375 1.4290
C -1.6578 -0.1531 2.1344
C -3.0146 -0.1058 2.8128
C -3.2137 1.0298 3.8452
N -4.4429 1.7042 3.4083
C -5.0014 1.2120 2.3755
C -4.3040 -0.0056 1.9415
C -4.3076 -0.2902 0.4487
F -3.7854 0.7318 -0.2764
F -5.6126 -0.4303 0.0579
F -3.6585 -1.4407 0.1664
H 2.2262 -2.5281 2.8160
H 2.1377 -3.5208 1.3904
H 3.7316 -3.0663 2.0102
H 3.0701 -1.7498 0.0168
H 3.1793 -0.6830 1.4626
H 0.6596 -1.3041 1.7172
H 0.7684 -1.6989 -0.0078
H 1.9939 0.7991 0.1905
H 0.4776 0.4771 -0.5955
H 0.7566 1.2490 2.3385
H 0.4735 2.3396 1.0235
H -1.5940 1.1880 0.4098
H -1.5950 1.9989 1.9857
H -1.6371 -0.9708 1.4230
H -0.9130 -0.3919 2.8875
H -3.1119 -1.0366 3.3613
H -2.4342 1.7846 3.7795
H -3.2656 0.6614 4.8605
H -4.7945 2.5230 3.8870
H -5.8757 1.6227 1.8958
H -4.9601 -0.8014 2.3159
C 4.7808 3.6480 1.7624
C 3.4287 3.7705 2.4178
O 2.7504 2.7974 2.6549
C 2.9622 5.1632 2.7635
H 4.9970 2.6006 1.5669
H 4.7910 4.1980 0.8203
H 5.5517 4.0562 2.4172
H 2.9018 5.7720 1.8603
H 3.6624 5.6305 3.4570
H 1.9801 5.1139 3.2279
C -3.4123 1.6207 -3.3065
C -3.4756 2.9838 -3.9614
O -2.4726 3.6260 -4.1574
C -4.8400 3.4949 -4.3529
H -2.3759 1.3752 -3.0830
H -3.9880 1.6294 -2.3870
H -3.8213 0.8650 -3.9790
H -5.4818 3.5744 -3.4748
H -5.3024 2.8131 -5.0683
H -4.7488 4.4754 -4.8078
C 7.5823 -5.6287 1.8516
C 6.0828 -5.4719 1.8657
O 5.5582 -4.3807 1.8556
C 5.2735 -6.7408 1.8860
H 8.0518 -4.6477 1.8340
H 7.9096 -6.1666 2.7423
H 7.8859 -6.1938 0.9685
H 5.5119 -7.3233 2.7772
H 5.5024 -7.3322 0.9975
H 4.2128 -6.4983 1.8914
C -9.2868 4.8381 -3.8208
C -8.2641 5.8418 -4.2990
O -7.1651 5.4988 -4.6646
C -8.6823 7.2913 -4.3014
H -8.8646 3.8370 -3.8702
H -9.5735 5.0578 -2.7911
H -10.1762 4.8812 -4.4503
H -8.9447 7.6075 -3.2906
H -9.5486 7.4295 -4.9497
H -7.8626 7.9049 -4.6661
C 8.2951 -6.4755 -2.4310
C 6.9372 -6.9660 -1.9940
O 6.8083 -7.7218 -1.0590
C 5.7472 -6.4690 -2.7770
H 9.0612 -6.9051 -1.7900
H 8.4855 -6.7725 -3.4630
H 8.3389 -5.3873 -2.3630
H 5.8376 -6.7659 -3.8228
H 5.6927 -5.3807 -2.7219
H 4.8361 -6.8942 -2.3630

***

HOMO-LUMO gap readings, ordered: 10.32, 5.99, 1.85, 6.11 eV